1.
DFT (the ωB97M-V functional and the def2-TZVPD basis) results for C27H34N4O3S in the gas phase.

```
! wB97M-V def2-TZVPD RIJCOSX def2/J DEFGRID3
* xyz 0 1
C -2.08981 2.86778 -3.17635
C -0.82131 2.06057 -3.41963
H 0.04146 2.72528 -3.45484
H -0.87962 1.57046 -4.39258
C -0.52743 0.95812 -2.38739
N 0.04380 1.54808 -1.15680
C 1.28237 2.10450 -1.23330
O 1.91768 2.16310 -2.26257
C 1.83692 2.70093 0.06635
C 2.08231 1.66058 1.10141
C 2.71913 0.47095 0.94976
C 2.79290 -0.28019 2.14579
C 2.21814 0.34960 3.19812
S 1.57603 1.88447 2.75096
H 2.12874 0.02485 4.21575
H 3.25299 -1.24988 2.21141
H 3.11324 0.14288 0.00555
H 2.78191 3.18091 -0.20666
H 1.16266 3.46749 0.44824
C -0.58603 1.34593 0.08408
C -1.29802 2.24271 0.83345
N -1.78328 1.62375 1.94939
N -1.27563 0.33458 1.96436
C -0.55289 0.09391 0.81162
O -0.03601 -0.97953 0.52647
C -1.72452 -0.64930 2.85742
C -3.05569 -0.68902 3.26327
C -3.47400 -1.67401 4.13893
C -2.58063 -2.62862 4.59559
C -1.26306 -2.60022 4.16917
C -0.82687 -1.61108 3.30740
H 0.19443 -1.58223 2.96505
H -0.56718 -3.34986 4.51388
H -2.91387 -3.39809 5.27506
H -4.50598 -1.70141 4.45529
H -3.76034 0.03426 2.87974
C -2.03840 2.31535 3.18955
H -1.16364 2.88689 3.51326
H -2.88352 2.99026 3.05741
H -2.28309 1.58867 3.96051
C -1.56213 3.68388 0.59445
H -2.63391 3.87727 0.56110
H -1.11864 3.98638 -0.35015
H -1.13552 4.28997 1.39416
C -1.78501 0.14482 -2.07930
H -2.19694 -0.21519 -3.01903
H -1.55513 -0.71834 -1.45971
H -2.53508 0.74995 -1.57472
C 0.48329 -0.04132 -3.01890
O 0.65071 -0.11081 -4.21820
N 1.07384 -0.85304 -2.12809
C 1.91028 -1.94824 -2.55564
C 1.12588 -3.23084 -2.86304
C 2.21367 -4.29641 -2.84308
H 1.81348 -5.30376 -2.73466
H 2.78124 -4.25273 -3.77366
C 3.10676 -3.89625 -1.66055
H 4.15078 -4.14000 -1.85448
H 2.80259 -4.43448 -0.76253
C 2.89990 -2.38284 -1.46782
H 3.83630 -1.83070 -1.53603
H 2.45361 -2.18486 -0.49245
H 0.59929 -3.16974 -3.81318
H 0.40157 -3.40669 -2.06499
H 2.43060 -1.61709 -3.45968
H 0.75758 -0.87819 -1.16047
H -2.98059 2.26576 -3.33697
H -2.11987 3.26606 -2.16542
H -2.12245 3.70396 -3.87109
*
```

Calculated values
- Frontier orbital gap: 8.6 eV
- SMILES: CC[C@@](C)(C(=O)NC1CCCC1)N(C(=O)Cc1cccs1)c1c(C)n(C)n(-c2ccccc2)c1=O
- LUMO energy: 0.01068 Ha
- Energy relative to the best compared isomer or geometry (same formula, charge and spin): 0.000 eV
- Electronic energy: -1892.23139 Ha

Mulliken population analysis, charges in e, atoms 1 to 4: atom 1 (C): -1.203, atom 2 (C): -0.906, atom 3 (H): 0.382, atom 4 (H): 0.503



2.
DFT (the ωB97M-V functional and the def2-TZVPD basis) results for a molecular structure, CNO5S at a distorted geometry.

```
! wB97M-V def2-TZVPD RIJCOSX def2/J DEFGRID3
* xyz -1 1
C 1.23756 0.34837 0.02469
N 2.40590 0.42637 0.37192
O -1.58605 0.42933 1.16784
O 0.27332 0.99549 -0.50000
O -2.13702 0.20260 -1.15973
O 1.49152 -0.87073 0.40390
O -0.53969 -1.40914 -0.22254
S -1.14555 -0.12229 -0.08609
*
```

Calculated values
- Frontier orbital gap: 9.3 eV
- LUMO energy: 0.14844 Ha
- Energy relative to the best compared isomer or geometry (same formula, charge and spin): 0.000 eV
- Electronic energy: -867.20844 Ha

Mulliken population analysis, charges in e, atoms 1 to 4: atom 1 (C): 0.935, atom 2 (N): -0.603, atom 3 (O): -0.588, atom 4 (O): -0.383



3.
DFT (the ωB97M-V functional and the def2-TZVPD basis) results for a molecular structure, C44H54AsN2SSbV.

```
! wB97M-V def2-TZVPD RIJCOSX def2/J DEFGRID3
* xyz 4 2
V 0.08989 -0.02153 -0.21681
C -0.65858 -2.14384 -3.97160
C 0.31468 -1.00081 -4.06061
C 1.24492 -0.97867 -5.09943
C 2.17831 0.03617 -5.21259
C 2.23062 1.05994 -4.27160
C 1.32938 1.08209 -3.22399
C 1.33501 2.17751 -2.19555
C 0.37264 0.06216 -3.15433
N -0.57551 0.13993 -2.07518
C -1.84856 0.24988 -2.24937
C -2.52790 0.52613 -3.53108
C -2.63756 0.05938 -0.97442
C -4.11388 0.05845 -1.00956
N -1.90677 -0.14634 0.07294
C -2.45717 -0.19967 1.40432
C -3.05474 0.95615 1.93642
C -3.30351 2.21880 1.15447
C -3.50416 0.89152 3.25106
C -3.39147 -0.27397 3.99246
C -2.84384 -1.41229 3.42268
C -2.36353 -1.40466 2.11828
C -1.85476 -2.68296 1.50907
H -0.11819 -3.09086 -3.95870
H -1.30552 -2.16763 -4.85018
H -1.29388 -2.11800 -3.08553
H 1.22547 -1.77245 -5.83597
H 2.87531 0.03267 -6.03995
H 2.96620 1.84812 -4.36783
H 2.20888 2.81788 -2.30436
H 1.40646 1.76987 -1.16525
H 0.44463 2.80849 -2.24347
H -1.81978 0.81887 -4.30261
H -3.28169 1.30411 -3.39427
H -3.06418 -0.36706 -3.87089
H -4.44522 -0.69314 -1.73407
H -4.49194 1.01752 -1.37447
H -4.54746 -0.15825 -0.03793
H -2.65385 2.34473 0.28613
H -3.18113 3.09287 1.79188
H -4.33665 2.24725 0.80108
H -3.97571 1.76276 3.68869
H -3.76643 -0.30393 5.00680
H -2.81882 -2.33596 3.98731
H -2.38478 -3.53073 1.94081
H -0.79066 -2.83180 1.70982
H -1.99802 -2.72601 0.42834
S 1.28544 -1.59717 0.39136
Sb 2.92035 -3.48586 1.23685
C 3.04407 -3.06267 3.24410
C 1.98580 -3.55115 4.02206
C 2.02935 -3.40527 5.39664
C 3.12347 -2.78248 5.99084
C 4.17192 -2.29391 5.21496
C 4.13979 -2.42900 3.83888
C 1.67028 -5.08715 0.84608
C 0.68172 -5.06209 -0.13420
C -0.02912 -6.22470 -0.38383
C 0.25541 -7.38565 0.32891
C 1.24597 -7.39736 1.30211
C 1.96386 -6.24164 1.57442
C 4.53354 -3.26917 -0.01631
C 5.77884 -2.81516 0.43021
C 6.85455 -2.85296 -0.43794
C 6.68944 -3.32922 -1.73536
C 5.44694 -3.77637 -2.17742
C 4.36406 -3.75526 -1.31934
H 1.14860 -4.06651 3.56200
H 1.22688 -3.79367 6.00895
H 3.16599 -2.68645 7.06800
H 5.02256 -1.82234 5.68828
H 4.96338 -2.04349 3.25351
H 0.46931 -4.15991 -0.69605
H -0.80268 -6.23392 -1.13980
H -0.30068 -8.29035 0.12219
H 1.46154 -8.30332 1.85212
H 2.72877 -6.26076 2.34339
H 5.93009 -2.45383 1.43783
H 7.82765 -2.52358 -0.10015
H 7.53979 -3.36466 -2.40359
H 5.33424 -4.16096 -3.18168
H 3.40688 -4.14110 -1.65420
C 1.40042 0.19246 3.85972
C 0.45924 1.23944 3.29119
As 0.86257 1.77041 1.46108
C -0.04132 3.48477 1.19282
C 0.84691 4.67759 1.54198
C 2.78430 2.11238 1.34302
C 3.66386 0.92395 0.98529
H 1.09573 -0.04752 4.87851
H 2.42973 0.55032 3.90370
H 1.37460 -0.73336 3.28242
H 0.51710 2.17499 3.85571
H -0.58333 0.91618 3.30113
H -0.91117 3.43422 1.84692
H -0.40188 3.53936 0.16497
H 1.30097 4.58176 2.52887
H 0.23133 5.57685 1.55762
H 1.63444 4.83587 0.80748
H 3.04113 2.51234 2.32701
H 2.90173 2.92793 0.62983
H 3.55280 0.10961 1.70499
H 4.70735 1.23930 0.99514
H 3.44847 0.53783 -0.01371
*
```

Calculated values
- Frontier orbital gap (spin up / spin down): 5.4 / 6.0 eV
- LUMO energy (spin up / spin down): -0.48703 / -0.46719 Ha
- ⟨S²⟩: 0.851
- Energy relative to the best compared isomer or geometry (same formula, charge and spin): 0.193 eV
- Electronic energy: -5635.32628 Ha

Mulliken population analysis, charges in e, atoms 1 to 4: atom 1 (V): -0.250, atom 2 (C): -1.783, atom 3 (C): 1.357, atom 4 (C): -0.916



4.
DFT (the ωB97M-V functional and the def2-TZVPD basis) results for a molecular structure, C24H26N3W at a distorted geometry.

```
! wB97M-V def2-TZVPD RIJCOSX def2/J DEFGRID3
* xyz 1 3
C 0.92191 -3.33094 -1.50652
C 0.73418 -4.44721 -0.47512
C 0.15932 -3.75245 -2.78733
C 2.41331 -3.54738 -1.89308
H 0.63357 -4.68461 -3.15145
H 0.20469 -3.03804 -3.61587
H -0.89478 -3.99593 -2.63239
H 1.11476 -5.37084 -0.92830
H -0.30115 -4.69209 -0.22492
H 1.31795 -4.26509 0.43695
H 2.49900 -4.60337 -2.18667
H 3.10570 -3.41966 -1.04780
H 2.75140 -2.98143 -2.76903
C -2.60642 -0.82318 0.50260
C -2.54641 -1.34483 -0.81287
C -1.71190 -2.51006 -0.79702
H -3.07852 -1.00094 -1.70003
C -1.04596 -2.51956 0.55097
C -1.64128 -1.45876 1.29369
H -1.37309 -1.26332 2.32755
H -3.28684 -0.04759 0.83924
H -1.87555 -3.35063 -1.45419
H -0.49604 -3.31239 1.04035
C 2.27908 0.60095 -1.24160
C 1.46793 1.37882 -2.07934
C 0.70503 0.53662 -2.92195
H 1.49982 2.47255 -2.13312
C 1.19838 -0.80843 -2.77902
C 2.16038 -0.76820 -1.63355
H 2.88961 -1.51023 -1.34759
H 3.04891 0.93546 -0.54190
H -0.03323 0.83564 -3.67261
H 1.14799 -1.56054 -3.55243
W 0.17176 -1.38005 -0.96791
N -0.02481 6.89926 6.14108
C -0.12688 6.12622 5.26766
C -0.26114 5.17401 4.19954
C 0.67668 4.14019 4.05416
C 0.54022 3.20303 3.02352
C -0.52944 3.32716 2.13203
C -1.47241 4.35026 2.26944
C -1.33702 5.27139 3.30990
N -0.65810 2.40381 1.07156
C -1.56798 2.52247 0.00470
C -1.38669 1.43372 -0.77698
N -0.38868 0.61819 -0.22490
C 0.03072 1.24543 0.89094
H 1.51148 4.06637 4.75418
H 1.26319 2.39218 2.91675
H -2.31684 4.42054 1.58804
H -2.07569 6.06003 3.42952
H -2.28000 3.32181 -0.08895
H -1.91194 1.17734 -1.67762
H 0.78185 0.87430 1.57770
*
```

Calculated values
- Frontier orbital gap (spin up / spin down): 6.8 / 7.5 eV
- LUMO energy (spin up / spin down): -0.16716 / -0.15160 Ha
- ⟨S²⟩: 2.029
- Electronic energy: -1161.04295 Ha

Mulliken population analysis, charges in e, atoms 1 to 4: atom 1 (C): 2.025, atom 2 (C): -2.407, atom 3 (C): -1.368, atom 4 (C): -2.162